Record 1
The following is a quantum chemistry calculation of a molecular structure, C31H70BN3O12S in a non-equilibrium geometry, from the Open Molecules 2025 dataset.

Calculated values
**Multiplicity**: 1
**Frontier orbital gap**: 8.3 eV
**E_HOMO**: -8.90 eV

CARTESIAN COORDINATES (ANGSTROEM)
C -3.638 -2.542 1.289
C -4.478 -1.301 1.613
B -3.946 -0.424 2.798
O -4.794 0.137 3.704
C -2.402 -0.160 2.968
C -1.754 -0.773 3.994
C -0.356 -0.612 4.102
N 0.452 -1.138 5.037
S 1.934 -0.645 4.684
N 1.660 0.237 3.390
C 0.339 0.183 3.156
C -0.342 0.837 2.093
C 0.463 1.600 1.094
C 1.250 0.681 0.145
C 0.473 -0.556 -0.324
C 0.320 -0.620 -1.838
N 0.083 -1.981 -2.336
C -1.205 -2.501 -2.382
C -2.325 -1.570 -2.761
O -1.401 -3.687 -2.185
C -1.683 0.663 2.022
C -2.475 1.341 0.949
O -2.431 0.539 -0.244
O -2.610 1.392 -1.379
H -3.681 -3.286 2.082
H -2.598 -2.286 1.096
H -4.008 -3.024 0.385
H -5.516 -1.594 1.782
H -4.499 -0.675 0.719
H -5.700 -0.136 3.520
H -2.265 -1.394 4.716
H -0.180 2.249 0.504
H 1.169 2.247 1.614
H 1.532 1.284 -0.718
H 2.170 0.367 0.630
H 0.963 -1.459 0.042
H -0.531 -0.570 0.103
H -0.481 0.051 -2.124
H 1.228 -0.242 -2.305
H 0.602 -2.648 -1.774
H -2.451 -0.767 -2.037
H -2.130 -1.146 -3.743
H -3.232 -2.162 -2.800
H -2.088 2.328 0.715
H -3.516 1.469 1.262
H -3.574 1.454 -1.446
C -1.685 2.548 -6.102
C -1.362 1.093 -5.819
O -0.813 0.906 -4.513
H -0.793 3.167 -5.991
H -2.072 2.672 -7.114
H -2.436 2.919 -5.401
H -0.602 0.730 -6.510
H -2.252 0.468 -5.943
H -1.472 1.205 -3.876
C 3.485 1.277 -4.858
C 2.823 2.005 -3.706
O 1.677 2.735 -4.130
H 3.797 1.985 -5.628
H 4.356 0.713 -4.521
H 2.783 0.576 -5.315
H 3.510 2.722 -3.257
H 2.526 1.288 -2.934
H 1.063 2.090 -4.502
C 1.564 -0.950 9.119
C 1.374 -2.415 8.765
O 0.087 -2.654 8.214
H 0.811 -0.634 9.842
H 2.553 -0.762 9.539
H 1.441 -0.332 8.226
H 1.472 -3.029 9.659
H 2.140 -2.738 8.049
H 0.030 -2.109 7.421
C 6.195 -0.307 -1.042
C 4.692 -0.280 -0.842
O 4.009 -0.948 -1.902
H 6.462 0.168 -1.987
H 6.706 0.219 -0.233
H 6.555 -1.336 -1.064
H 4.319 0.744 -0.835
H 4.428 -0.746 0.114
H 4.319 -1.859 -1.913
C -7.861 2.123 -0.321
C -7.955 0.888 0.553
O -6.868 0.792 1.473
H -6.921 2.125 -0.875
H -8.685 2.161 -1.035
H -7.895 3.031 0.285
H -7.906 -0.016 -0.053
H -8.905 0.876 1.096
H -6.887 1.571 2.039
C 2.303 -1.987 -7.398
C 0.848 -1.748 -7.758
O -0.024 -1.945 -6.652
H 2.433 -2.997 -7.010
H 2.949 -1.858 -8.268
H 2.631 -1.289 -6.625
H 0.524 -2.457 -8.518
H 0.718 -0.738 -8.167
H 0.229 -1.329 -5.955
C -2.514 4.526 5.339
C -3.056 3.937 4.050
O -2.019 3.480 3.186
H -1.837 5.353 5.122
H -3.323 4.892 5.972
H -1.957 3.773 5.901
H -3.601 4.691 3.484
H -3.746 3.113 4.269
H -1.528 2.793 3.650
C 9.430 -2.481 1.341
C 7.919 -2.485 1.477
O 7.280 -3.156 0.393
H 9.725 -2.011 0.403
H 9.895 -1.939 2.165
H 9.821 -3.501 1.342
H 7.532 -1.468 1.462
H 7.621 -2.943 2.426
H 7.587 -4.067 0.388

Löwdin population analysis, charges in e, atoms 1 to 8: number 1, C, carries -0.088; number 2, C, carries -0.147; number 3, B, carries -0.484; number 4, O, carries 0.167; number 5, C, carries -0.040; number 6, C, carries 0.041; number 7, C, carries -0.334; number 8, N, carries -0.225


Record 2
The following is a quantum chemistry calculation of 2 unconnected molecules or ions with the total composition C9H14 in a non-equilibrium geometry, from the Open Molecules 2025 dataset.

Calculated values
**Multiplicity**: 1
**Frontier orbital gap**: 10.0 eV
**E_HOMO**: -8.97 eV
**Energy relative to the best compared isomer or geometry (same formula, charge and spin)**: 0.6314 eV
**SMILES**: Cc1ccccc1.CC

CARTESIAN COORDINATES (ANGSTROEM)
C -2.891 0.331 -0.979
C -2.012 0.217 0.217
C -2.532 -0.004 1.482
C -1.690 -0.079 2.580
C -0.313 -0.044 2.413
C 0.214 -0.040 1.130
C -0.634 0.297 0.075
H -3.835 -0.205 -0.904
H -2.411 0.150 -1.935
H -3.240 1.377 -1.068
H -3.590 -0.216 1.605
H -2.072 -0.287 3.570
H 0.268 -0.120 3.324
H 1.266 -0.163 0.930
H -0.253 0.283 -0.939
C 3.421 -0.810 -1.312
C 2.480 0.414 -1.529
H 3.743 -0.912 -0.280
H 2.952 -1.673 -1.776
H 4.312 -0.659 -1.926
H 3.099 1.277 -1.776
H 1.973 0.693 -0.614
H 1.746 0.174 -2.290

natural (NBO) population analysis, charges in e, atoms 1 to 8: number 1, C, carries -0.635; number 2, C, carries -0.006; number 3, C, carries -0.222; number 4, C, carries -0.199; number 5, C, carries -0.226; number 6, C, carries -0.198; number 7, C, carries -0.223; number 8, H, carries 0.220


Record 3
The following is a quantum chemistry calculation of a molecular structure, C57H48CsIN2O2P2S2Sb in a non-equilibrium geometry, from the Open Molecules 2025 dataset.

Calculated values
**Multiplicity**: 1
**Net charge**: +1
**Frontier orbital gap**: 7.7 eV
**E_HOMO**: -9.60 eV
**Energy relative to the best compared isomer or geometry (same formula, charge and spin)**: 1.1215 eV

CARTESIAN COORDINATES (ANGSTROEM)
Cs -1.445 0.297 0.479
O 0.306 1.377 1.711
S 1.578 1.256 0.963
C 1.405 2.413 -0.438
C 1.006 3.713 -0.159
C 0.867 4.657 -1.157
C 1.086 4.288 -2.475
C 1.417 2.982 -2.765
C 1.593 2.023 -1.760
P 2.076 0.442 -2.563
C 2.009 -0.968 -1.395
C 3.121 -1.736 -1.052
C 2.965 -2.957 -0.416
C 1.697 -3.440 -0.133
C 0.583 -2.697 -0.495
C 0.739 -1.472 -1.119
C 3.876 0.742 -2.670
C 4.646 -0.193 -3.361
C 6.015 -0.031 -3.468
C 6.623 1.089 -2.926
C 5.854 2.052 -2.296
C 4.488 1.881 -2.160
C 2.790 2.247 1.868
C 2.455 3.342 2.637
C 3.465 4.096 3.214
C 4.789 3.730 3.036
C 5.117 2.563 2.362
C 4.110 1.805 1.783
P 4.236 0.148 1.013
C 6.001 -0.294 0.926
C 6.344 -1.625 1.165
C 7.599 -2.094 0.830
C 8.522 -1.246 0.239
C 8.194 0.081 0.010
C 6.935 0.552 0.335
C 3.712 -0.726 2.554
C 4.442 -0.689 3.740
C 3.993 -1.381 4.852
C 2.814 -2.110 4.796
C 2.069 -2.123 3.629
C 2.512 -1.428 2.518
H 0.796 3.986 0.860
H 0.595 5.670 -0.901
H 0.988 5.008 -3.271
H 1.564 2.668 -3.793
H 4.116 -1.404 -1.310
H 3.835 -3.535 -0.138
H 1.581 -4.405 0.339
H -0.409 -3.093 -0.319
H -0.132 -0.915 -1.445
H 4.164 -1.056 -3.804
H 6.609 -0.773 -3.979
H 7.693 1.212 -2.999
H 6.314 2.945 -1.901
H 3.905 2.642 -1.660
H 1.419 3.587 2.809
H 3.215 4.962 3.809
H 5.572 4.331 3.474
H 6.145 2.231 2.303
H 5.616 -2.287 1.613
H 7.848 -3.128 1.018
H 9.492 -1.623 -0.045
H 8.916 0.747 -0.442
H 6.669 1.576 0.117
H 5.371 -0.136 3.801
H 4.563 -1.363 5.770
H 2.483 -2.670 5.659
H 1.146 -2.686 3.571
H 1.934 -1.448 1.606
S -2.093 2.586 -1.384
Sb -3.531 1.566 -2.774
C -4.812 2.998 -3.722
C -4.691 4.349 -3.442
C -5.514 5.259 -4.084
C -6.452 4.818 -5.001
C -6.576 3.466 -5.275
C -5.755 2.553 -4.636
C -5.022 0.392 -1.793
C -5.729 -0.640 -2.379
C -6.800 -1.208 -1.708
C -7.166 -0.742 -0.457
C -6.446 0.285 0.135
C -5.377 0.852 -0.536
C -2.587 0.805 -4.529
C -2.967 -0.318 -5.238
C -2.362 -0.595 -6.453
C -1.399 0.259 -6.965
C -1.021 1.384 -6.249
C -1.614 1.653 -5.029
H -3.949 4.680 -2.724
H -5.426 6.313 -3.874
H -7.087 5.529 -5.506
H -7.310 3.128 -5.989
H -5.848 1.494 -4.849
H -5.458 -1.002 -3.361
H -7.361 -2.007 -2.169
H -8.016 -1.169 0.054
H -6.736 0.656 1.110
H -4.825 1.682 -0.106
H -3.733 -0.978 -4.853
H -2.652 -1.472 -7.012
H -0.946 0.051 -7.922
H -0.277 2.056 -6.648
H -1.331 2.527 -4.453
N -3.381 -0.208 3.902
C -2.730 -1.229 3.331
O -2.496 -1.281 2.136
C -2.274 -2.317 4.275
I -3.901 -3.141 5.415
H -3.722 0.555 3.339
H -3.601 -0.203 4.884
H -1.552 -1.925 4.988
H -1.831 -3.125 3.703
N -2.672 -2.272 -2.611
C -2.571 -1.224 -2.135
H -2.751 -3.177 -3.027

Löwdin population analysis, charges in e, atoms 1 to 8: number 1, Cs, carries 1.286; number 2, O, carries -0.854; number 3, S, carries 0.891; number 4, C, carries -0.353; number 5, C, carries -0.094; number 6, C, carries -0.062; number 7, C, carries -0.062; number 8, C, carries -0.137


Record 4
The following is a quantum chemistry calculation of a molecular structure, C5H7AlO4 in a non-equilibrium geometry, from the Open Molecules 2025 dataset.

Calculated values
**Multiplicity**: 2
**Net charge**: +1
**Frontier orbital gap (spin up / spin down)**: 8.7 / 9.8 eV
**E_HOMO (spin up / spin down)**: -12.88 / -14.50 eV
**Expectation value of S²**: 0.754
**Energy relative to the best compared isomer or geometry (same formula, charge and spin)**: 0.0000 eV

CARTESIAN COORDINATES (ANGSTROEM)
O -1.536 1.653 -0.202
Al -0.046 0.905 -0.302
C -2.632 0.775 -0.139
C -2.182 -0.577 0.328
H -3.394 1.172 0.559
H -3.122 0.684 -1.127
H -1.428 -0.626 1.120
H -2.594 -1.482 -0.129
C 0.910 -1.915 -0.992
C 1.064 -0.598 -0.754
H 0.128 -2.222 -1.691
H 1.637 -2.672 -0.678
O 2.301 -0.324 -0.046
C 2.369 0.818 0.570
O 1.428 1.603 0.720
O 3.536 0.983 1.143
H 3.561 1.823 1.621

natural (NBO) population analysis, charges in e, atoms 1 to 8: number 1, O, carries -0.946; number 2, Al, carries 1.995; number 3, C, carries -0.157; number 4, C, carries -0.326; number 5, H, carries 0.226; number 6, H, carries 0.204; number 7, H, carries 0.173; number 8, H, carries 0.220


Record 5
The following is a quantum chemistry calculation of C8H10I2O4 in the gas phase in a non-equilibrium geometry, from the Open Molecules 2025 dataset.

Calculated values
**Multiplicity**: 1
**Frontier orbital gap**: 8.9 eV
**E_HOMO**: -9.20 eV
**Energy relative to the best compared isomer or geometry (same formula, charge and spin)**: 1.3646 eV
**SMILES**: C/C=C(/COC(=O)CI)OC(=O)CI

CARTESIAN COORDINATES (ANGSTROEM)
C -0.870 -3.441 -0.152
C -1.020 -2.143 0.653
C -0.742 -0.843 0.131
C -0.934 0.397 1.027
O 0.355 1.028 0.988
C 0.653 1.829 1.983
O -0.171 2.349 2.724
C 2.176 2.271 1.958
I 3.496 0.606 1.613
O -0.220 -0.763 -1.099
C -0.576 0.371 -1.778
O -1.623 0.937 -1.688
C 0.287 0.865 -2.950
I -0.561 1.261 -4.967
H -0.038 -4.148 0.232
H -1.857 -3.980 -0.244
H -0.499 -3.271 -1.088
H -1.541 -2.219 1.602
H -1.646 1.143 0.727
H -1.216 0.070 2.101
H 2.279 2.930 2.813
H 2.349 2.973 1.112
H 0.889 1.693 -2.568
H 1.029 0.087 -3.131

natural (NBO) population analysis, charges in e, atoms 1 to 8: number 1, C, carries -0.652; number 2, C, carries -0.198; number 3, C, carries 0.263; number 4, C, carries -0.134; number 5, O, carries -0.517; number 6, C, carries 0.788; number 7, O, carries -0.587; number 8, C, carries -0.641


Record 6
The following is a quantum chemistry calculation of C8H8F3NO3 in the gas phase in a non-equilibrium geometry, from the Open Molecules 2025 dataset.

Calculated values
**Multiplicity**: 1
**Frontier orbital gap**: 9.0 eV
**E_HOMO**: -9.24 eV
**Energy relative to the best compared isomer or geometry (same formula, charge and spin)**: 3.9969 eV
**SMILES**: O=NO[C@H]1C=C(C(F)(F)CF)C=C[C@H]1O

CARTESIAN COORDINATES (ANGSTROEM)
O -3.858 1.829 0.238
N -3.068 0.966 0.305
O -2.226 1.020 -0.787
C -1.434 -0.157 -0.972
C 0.021 0.419 -0.965
C 0.796 0.293 0.132
C 2.146 0.938 0.182
F 2.057 2.117 -0.541
F 2.445 1.357 1.399
C 3.280 0.136 -0.465
F 2.938 -0.509 -1.653
C 0.314 -0.395 1.356
C -0.772 -1.143 1.202
C -1.649 -1.312 0.026
O -2.884 -1.636 0.388
H -1.432 -0.351 -2.067
H 0.417 0.903 -1.885
H 4.156 0.698 -0.786
H 3.709 -0.405 0.306
H 0.756 -0.204 2.271
H -1.335 -1.588 2.056
H -1.039 -2.171 -0.435
H -3.340 -0.804 0.696

natural (NBO) population analysis, charges in e, atoms 1 to 8: number 1, O, carries -0.248; number 2, N, carries 0.327; number 3, O, carries -0.355; number 4, C, carries 0.014; number 5, C, carries -0.150; number 6, C, carries -0.099; number 7, C, carries 0.633; number 8, F, carries -0.354


Repeat the fifth record exactly.
The following is a quantum chemistry calculation of C8H10I2O4 in the gas phase in a non-equilibrium geometry, from the Open Molecules 2025 dataset.

Calculated values
**Multiplicity**: 1
**Frontier orbital gap**: 8.9 eV
**E_HOMO**: -9.20 eV
**Energy relative to the best compared isomer or geometry (same formula, charge and spin)**: 1.3646 eV
**SMILES**: C/C=C(/COC(=O)CI)OC(=O)CI

CARTESIAN COORDINATES (ANGSTROEM)
C -0.870 -3.441 -0.152
C -1.020 -2.143 0.653
C -0.742 -0.843 0.131
C -0.934 0.397 1.027
O 0.355 1.028 0.988
C 0.653 1.829 1.983
O -0.171 2.349 2.724
C 2.176 2.271 1.958
I 3.496 0.606 1.613
O -0.220 -0.763 -1.099
C -0.576 0.371 -1.778
O -1.623 0.937 -1.688
C 0.287 0.865 -2.950
I -0.561 1.261 -4.967
H -0.038 -4.148 0.232
H -1.857 -3.980 -0.244
H -0.499 -3.271 -1.088
H -1.541 -2.219 1.602
H -1.646 1.143 0.727
H -1.216 0.070 2.101
H 2.279 2.930 2.813
H 2.349 2.973 1.112
H 0.889 1.693 -2.568
H 1.029 0.087 -3.131

natural (NBO) population analysis, charges in e, atoms 1 to 8: number 1, C, carries -0.652; number 2, C, carries -0.198; number 3, C, carries 0.263; number 4, C, carries -0.134; number 5, O, carries -0.517; number 6, C, carries 0.788; number 7, O, carries -0.587; number 8, C, carries -0.641